Entry 1:
17
Properties=species:S:1:pos:R:3:forces:R:3:mulliken_charge:R:1 method="wB97M-V/def2-TZVPD" smiles="CNC(=O)[C@@H](N)C[S-]" charge=-1 orbital_gap_ev=6.037
H 0.3483 0.2112 1.9776 -0.316 -0.219 0.135 0.302
H -2.2928 -1.9574 -0.7520 -0.079 -0.571 -0.001 0.262
O -2.2154 -0.0841 0.3955 0.289 0.408 0.316 -0.651
H 0.3745 -3.1528 -0.9041 -0.510 0.252 0.456 0.273
H -0.3193 1.7010 1.2773 -0.097 -0.027 0.069 0.313
H 0.8430 1.1639 -1.8210 0.193 -0.003 0.203 0.317
C 0.4102 0.9016 1.1452 1.542 0.376 -0.609 -0.991
N -0.0605 1.0528 -1.3776 -0.082 0.008 1.237 -0.652
H 0.9270 -0.5087 -0.4278 0.126 -0.003 0.517 0.365
S 2.1484 1.5406 1.0923 -0.360 0.146 0.033 -0.645
H 0.3033 -1.7667 -1.8730 -0.515 0.176 0.021 0.269
C -0.3721 -2.4871 -1.3875 2.792 -0.764 -0.784 -0.809
N -1.3172 -1.9002 -0.5072 -0.215 1.037 0.175 -0.199
H -0.2149 1.9491 -0.9183 -0.156 0.258 -0.564 0.306
C -1.1842 -0.5743 -0.0259 -0.800 -0.644 -0.804 0.240
C 0.1290 0.1825 -0.1638 -0.695 -0.676 -0.491 -0.036
H -0.6809 -3.1324 -2.2085 -1.117 0.247 0.090 0.335

---

Entry 2:
17
Properties=species:S:1:pos:R:3:forces:R:3:mulliken_charge:R:1 method="wB97M-V/def2-TZVPD" smiles="C[N+]1=C(O)[C@@H](N)SC1" charge=+1 orbital_gap_ev=10.127
N 0.5794 0.4903 0.1297 0.347 2.808 2.115 0.056
H -0.3104 2.4211 0.1498 -0.045 -0.566 0.038 0.369
H 2.3528 1.6479 0.2826 -0.165 0.505 -0.669 0.343
H 2.4180 -0.0933 0.3520 1.291 -0.388 0.431 0.377
C -0.3368 1.4698 0.7163 -0.298 1.085 0.412 -0.545
C -1.5526 -0.3307 -0.7457 3.647 1.041 -1.418 0.068
N -1.9079 -1.6735 -0.7732 -2.688 -1.157 -1.473 -0.572
H 0.0915 1.7441 1.7541 -1.403 -0.752 -1.460 0.353
H 1.8583 0.9250 1.7698 -0.132 -0.671 -0.550 0.353
C 1.8786 0.7695 0.6758 1.305 -1.397 0.055 -0.916
O 0.6682 -1.6203 -0.8187 -1.431 1.764 -0.696 -0.463
H -1.7281 0.1988 -1.7607 0.356 -0.925 1.588 0.369
H -2.0891 -2.0116 0.1649 -0.196 -0.390 -0.100 0.264
S -1.9651 0.6776 0.6609 -0.802 0.717 1.030 -0.121
H -0.0421 -2.0819 -1.3944 0.795 0.222 1.193 0.459
H -2.7158 -1.8440 -1.4225 0.988 -0.038 1.217 0.259
C 0.0721 -0.4856 -0.4781 -1.571 -1.856 -1.713 0.344